Computed, not measured: a molecular structure, C21H15AsBr3IrN3O6S, with wB97M-V/def2-TZVPD.

Results
- E_LUMO: -4.295 eV
- Net charge: +1
- Energy above the lowest of the compared OMol25 structures with the same formula, charge and spin: 0.0 kcal per mole

XYZ file:
```
51
Properties=species:S:1:pos:R:3:forces:R:3:mulliken_charge:R:1
Ir -0.149 -0.164 -0.298 0.32 1.32 0.51 2.04
O 2.263 1.855 1.579 -0.19 -0.12 -0.08 -0.72
As 2.907 1.052 0.154 0.60 -0.24 0.05 0.98
O 4.397 0.534 0.503 -0.13 0.03 -0.12 -0.72
O 1.852 -0.237 -0.289 -0.12 -0.04 0.20 -0.67
C 2.906 2.271 -1.350 -0.38 -0.05 0.08 -0.23
C 4.169 2.636 -1.788 -0.15 0.11 -0.02 -0.69
C 4.301 3.464 -2.897 0.12 -0.02 0.03 -0.59
C 3.183 3.931 -3.566 -0.03 0.03 -0.07 -0.64
C 1.912 3.576 -3.138 -0.11 -0.10 0.11 -0.81
C 1.780 2.739 -2.040 0.29 -0.02 0.13 0.82
S 0.143 2.235 -1.635 0.23 0.25 -0.57 1.30
O -0.766 3.274 -1.983 -0.09 -0.14 -0.14 -0.62
O -0.089 0.903 -2.273 -0.08 -0.39 0.44 -0.75
O 0.128 1.913 -0.154 -0.43 -0.31 0.02 -0.94
H 1.399 2.240 1.383 0.05 0.10 -0.04 0.40
H 5.032 2.261 -1.252 0.02 0.00 -0.02 0.54
H 5.290 3.744 -3.235 -0.01 0.00 -0.02 0.41
H 3.293 4.570 -4.432 0.01 0.03 0.02 0.41
H 1.022 3.934 -3.638 0.05 0.04 -0.05 0.48
Br -6.732 -1.143 -0.232 -0.02 -0.03 -0.02 -0.10
C -4.895 -0.811 -0.304 0.00 -0.03 0.01 -0.22
C -4.425 0.490 -0.356 0.09 -0.05 -0.03 -0.78
C -3.057 0.685 -0.381 -0.08 0.12 -0.03 -0.16
N -2.189 -0.327 -0.339 0.01 -0.06 -0.24 -0.13
C -2.644 -1.598 -0.322 0.11 -0.05 0.06 0.71
C -3.996 -1.869 -0.302 -0.06 -0.12 0.00 -0.72
C -1.583 -2.638 -0.323 0.01 0.04 0.04 0.73
C -1.818 -3.996 -0.270 -0.14 -0.07 0.01 -0.53
C -0.736 -4.868 -0.273 -0.03 -0.01 0.03 -0.22
Br -1.023 -6.711 -0.160 -0.04 -0.03 -0.03 -0.10
C 0.553 -4.370 -0.347 -0.08 0.12 -0.03 -0.74
C 0.719 -2.997 -0.394 0.18 -0.15 -0.09 -0.23
N -0.320 -2.162 -0.373 -0.33 0.06 -0.34 0.15
H -5.103 1.330 -0.385 0.03 0.02 0.00 0.47
H -2.633 1.681 -0.438 0.02 -0.01 0.00 0.47
H -4.353 -2.888 -0.284 -0.04 0.03 0.01 0.51
H -2.827 -4.378 -0.221 0.03 -0.05 0.01 0.51
H 1.409 -5.028 -0.372 0.02 0.03 0.02 0.47
H 1.697 -2.533 -0.450 -0.03 0.06 -0.02 0.55
Br 0.034 -0.186 6.317 0.02 0.02 0.03 -0.08
C -0.041 -0.216 4.452 0.01 0.02 -0.01 0.18
C 0.792 -1.057 3.732 -0.04 0.01 0.02 -0.83
C 0.691 -1.064 2.358 -0.04 -0.06 0.19 0.14
N -0.193 -0.294 1.708 0.38 -0.40 -0.15 -0.05
C -0.979 0.539 2.403 -0.06 -0.01 0.14 0.00
C -0.934 0.607 3.777 0.02 -0.03 0.01 -0.77
H 1.512 -1.692 4.228 0.01 0.00 -0.02 0.46
H 1.331 -1.689 1.754 0.05 0.09 -0.01 0.45
H -1.654 1.163 1.835 0.04 0.03 0.00 0.37
H -1.579 1.288 4.311 -0.01 0.00 -0.02 0.46
```
Positions in Å, forces in eV/Å.

Computed, not measured: a molecular structure, C45H46CrN6OP2S2Se2Si, with wB97M-V/def2-TZVPD.

Results
- E_LUMO (spin up / spin down): -3.739 / -2.614 eV
- Net charge: +1
- Spin multiplicity: 4

XYZ file:
```
106
Properties=species:S:1:pos:R:3:forces:R:3:mulliken_spin:R:1
Cr -1.204 -1.542 -0.851 -0.02 0.02 -0.56 3.22
Se 4.823 -1.007 2.024 0.03 0.03 0.01 0.00
P 3.557 0.651 1.789 -0.01 0.14 -0.09 0.00
C 4.068 1.782 0.461 -0.01 0.08 0.02 0.00
C 5.299 1.633 -0.160 0.01 0.00 -0.05 0.00
C 5.723 2.580 -1.087 -0.02 -0.06 -0.01 0.00
C 4.917 3.664 -1.393 0.00 -0.01 0.00 0.00
C 3.680 3.812 -0.773 -0.02 -0.06 0.00 0.00
C 3.257 2.876 0.155 0.00 0.01 -0.01 0.00
C 3.508 1.744 3.239 -0.02 -0.03 0.02 0.00
C 2.405 2.022 4.041 0.05 -0.08 -0.03 0.00
C 2.550 2.868 5.135 -0.02 -0.02 -0.01 0.00
C 3.779 3.434 5.430 0.00 -0.01 -0.02 0.00
C 4.882 3.153 4.633 0.01 0.00 0.01 0.00
C 4.749 2.309 3.546 -0.03 0.00 -0.02 0.00
C 1.876 0.172 1.296 0.00 0.10 0.15 -0.01
C 1.498 -0.808 0.386 -0.02 -0.17 0.01 0.05
N 0.151 -0.757 0.344 0.05 0.18 0.40 -0.10
N -0.288 0.178 1.167 0.26 0.08 -0.10 0.02
N 0.741 0.760 1.740 -0.02 -0.05 0.03 0.01
P 2.257 -2.054 -0.641 0.07 -0.02 0.13 0.00
Se 0.663 -2.798 -1.950 -0.12 0.23 -0.02 -0.11
C 3.566 -1.347 -1.632 0.04 -0.01 -0.06 0.00
C 4.878 -1.806 -1.559 0.00 0.08 -0.02 0.00
C 5.828 -1.285 -2.427 -0.02 0.01 0.04 0.00
C 5.470 -0.306 -3.342 -0.02 0.04 0.01 0.00
C 4.165 0.173 -3.389 0.01 0.03 0.01 0.00
C 3.207 -0.350 -2.540 0.05 -0.02 -0.01 0.00
C 2.821 -3.431 0.356 -0.05 -0.08 0.01 0.01
C 3.406 -4.527 -0.278 -0.08 0.03 0.02 -0.01
C 3.745 -5.647 0.463 0.01 0.01 -0.02 0.00
C 3.484 -5.681 1.827 0.00 0.01 0.02 0.00
C 2.885 -4.597 2.454 0.02 0.02 0.00 0.00
C 2.554 -3.467 1.722 0.03 -0.04 0.02 0.00
H 5.919 0.781 0.093 0.01 0.01 -0.01 0.00
H 6.687 2.467 -1.566 0.00 0.00 0.01 0.00
H 5.255 4.404 -2.108 -0.01 -0.01 0.01 0.00
H 3.061 4.669 -1.006 -0.02 0.00 0.01 0.00
H 2.309 3.002 0.668 -0.02 0.01 -0.02 0.00
H 1.443 1.588 3.818 -0.04 0.00 -0.03 0.00
H 1.693 3.081 5.761 0.00 -0.01 -0.01 0.00
H 3.883 4.091 6.285 0.00 0.00 -0.01 0.00
H 5.847 3.586 4.864 -0.01 -0.01 -0.01 0.00
H 5.614 2.076 2.935 0.00 0.02 0.01 0.00
H 5.161 -2.541 -0.820 -0.01 -0.04 0.00 0.00
H 6.849 -1.640 -2.381 -0.01 0.00 0.00 0.00
H 6.213 0.094 -4.019 -0.01 -0.01 0.01 0.00
H 3.895 0.949 -4.093 0.01 -0.01 0.00 0.00
H 2.182 0.003 -2.589 0.01 -0.01 -0.01 0.00
H 3.582 -4.514 -1.347 0.01 0.00 -0.01 0.00
H 4.203 -6.497 -0.025 0.00 0.02 0.00 0.00
H 3.751 -6.557 2.404 -0.01 0.01 -0.01 0.00
H 2.697 -4.619 3.519 0.00 0.00 -0.01 0.00
H 2.123 -2.606 2.219 -0.01 -0.04 -0.01 0.00
C -6.539 -3.886 2.239 -0.07 0.00 0.09 0.00
Si -5.801 -4.222 0.563 0.10 -0.04 0.06 0.00
C -6.035 -6.008 0.093 -0.05 -0.11 -0.01 0.00
C -6.558 -3.117 -0.717 0.00 0.11 -0.11 0.00
C -3.918 -4.001 0.784 0.00 0.07 -0.07 0.00
C -3.279 -4.831 1.709 -0.03 -0.03 0.02 0.01
C -1.912 -4.769 1.956 -0.03 -0.05 0.03 -0.01
C -1.167 -3.849 1.255 0.01 0.04 -0.09 0.00
N -1.753 -3.044 0.370 -0.11 -0.17 0.20 -0.04
C -3.076 -3.105 0.131 0.08 -0.02 0.07 -0.01
S -3.468 -1.883 -1.092 -0.05 0.03 0.04 -0.05
H -7.618 -4.065 2.220 0.05 0.01 0.02 0.00
H -6.376 -2.849 2.542 -0.01 -0.02 0.01 0.00
H -6.111 -4.535 3.007 -0.02 0.03 0.00 0.00
H -7.100 -6.242 0.012 0.05 0.00 0.00 0.00
H -5.605 -6.684 0.837 -0.02 0.00 -0.04 0.00
H -5.570 -6.226 -0.871 -0.01 -0.01 0.02 0.00
H -7.632 -3.324 -0.750 0.03 0.00 0.00 0.00
H -6.151 -3.306 -1.712 -0.03 0.03 0.02 0.00
H -6.427 -2.057 -0.492 -0.01 -0.02 -0.03 0.00
H -3.869 -5.559 2.259 0.02 0.03 -0.02 0.00
H -1.435 -5.423 2.672 -0.02 0.00 -0.01 0.00
H -0.096 -3.751 1.376 0.01 0.02 -0.01 0.02
C -0.014 4.170 -2.588 0.00 0.01 0.03 0.00
C -0.492 4.266 -1.143 0.03 -0.04 -0.05 0.00
C -0.837 2.903 -0.554 0.03 0.05 -0.09 0.00
N -2.092 2.415 -1.130 0.07 -0.07 0.16 0.00
C -2.264 1.392 -1.930 -0.03 0.02 0.01 0.00
S -0.973 0.340 -2.421 -0.07 -0.12 0.03 -0.02
N -3.500 1.137 -2.437 -0.02 -0.07 -0.11 0.00
C -4.771 1.730 -2.174 0.03 -0.01 0.00 0.00
O -5.736 1.017 -2.177 -0.01 -0.01 0.01 0.00
C -4.836 3.204 -1.992 0.01 -0.02 0.01 0.00
C -4.056 4.057 -2.771 -0.01 0.03 -0.06 0.00
C -4.185 5.428 -2.625 -0.01 0.00 0.01 0.00
C -5.077 5.945 -1.692 0.02 -0.01 -0.01 0.00
C -5.857 5.094 -0.920 -0.01 -0.01 0.00 0.00
C -5.747 3.721 -1.077 -0.03 0.00 0.01 0.00
H 0.224 5.155 -2.993 -0.02 -0.03 0.01 0.00
H -0.777 3.723 -3.232 0.02 0.01 0.02 0.00
H 0.881 3.548 -2.658 -0.02 0.01 -0.01 0.00
H -1.366 4.921 -1.077 0.01 0.02 0.05 0.00
H 0.277 4.717 -0.513 0.06 0.02 0.00 0.00
H -0.962 2.947 0.528 -0.03 -0.02 -0.01 0.00
H -0.061 2.174 -0.776 0.00 -0.01 0.04 0.00
H -2.906 2.981 -0.924 0.04 0.01 0.00 0.00
H -3.581 0.232 -2.883 0.01 -0.02 -0.01 0.00
H -3.370 3.646 -3.504 -0.01 0.02 0.02 0.00
H -3.597 6.094 -3.243 -0.01 -0.01 0.01 0.00
H -5.170 7.017 -1.574 0.00 -0.02 -0.01 0.00
H -6.560 5.500 -0.204 0.02 -0.01 -0.01 0.00
H -6.364 3.041 -0.502 0.01 0.02 -0.01 0.00
```
Positions in Å, forces in eV/Å.

Computed, not measured: a gas-phase ion, C7H15N2 (charge +1), with wB97M-V/def2-TZVPD.

Results
- E_LUMO: -3.735 eV
- Net charge: +1
- Energy above the lowest of the compared OMol25 structures with the same formula, charge and spin: 71.4 kcal per mole
- SMILES: CC(C)=[N+]=CCN(C)C

XYZ file:
```
24
Properties=species:S:1:pos:R:3:forces:R:3:mulliken_charge:R:1
C 0.133 1.313 -1.074 1.83 -1.66 0.20 -0.17
C -1.294 1.140 -0.703 -0.37 -3.64 -2.67 -0.47
C 2.123 0.116 0.018 -1.81 3.05 0.29 0.69
C 2.807 0.613 1.230 0.88 -2.18 1.27 -1.29
C 2.687 -1.053 -0.550 -0.80 -4.16 -1.64 -0.94
C -3.097 0.260 0.488 -0.97 -1.08 -1.90 -1.02
C -1.488 -1.238 -0.111 2.65 0.72 -1.18 -0.80
N 1.101 0.709 -0.503 0.50 -0.09 0.27 -0.04
N -1.676 0.120 0.309 -0.03 2.40 -1.88 -0.14
H 0.425 1.965 -1.924 -0.43 -0.17 0.62 0.41
H -1.490 2.143 -0.533 -1.52 1.97 1.16 0.44
H -1.892 0.862 -1.701 1.30 0.87 1.48 0.34
H 3.938 0.552 1.145 -1.44 -0.15 -0.06 0.34
H 2.471 -0.187 2.003 0.77 1.29 -0.90 0.33
H 2.549 1.558 1.604 -0.63 1.28 0.24 0.42
H 3.280 -1.682 0.212 -0.91 1.09 -1.41 0.35
H 3.311 -0.700 -1.389 0.10 -0.45 0.29 0.33
H 1.807 -1.703 -1.037 2.15 1.18 1.00 0.31
H -3.363 1.279 0.603 -0.60 0.86 0.01 0.37
H -3.730 -0.329 -0.326 1.16 1.60 1.18 0.32
H -3.256 -0.260 1.362 -1.08 -0.97 2.17 0.38
H -1.616 -1.778 0.748 -0.35 -1.83 2.09 0.44
H -2.034 -1.725 -0.908 -0.81 0.65 -0.53 0.40
H -0.442 -1.302 -0.377 0.42 -0.58 -0.10 -0.01
```
Positions in Å, forces in eV/Å.

Number 1: electronic energy -323411.905 eV. Number 2: electronic energy -265639.853 eV. Number 3: electronic energy -10473.201 eV.